Molecular formula: C15H26F7N3O6Sb
Method: DFT, ωB97M-V/def2-TZVPD

```
58
Properties=species:S:1:pos:R:3
C -2.590 3.167 2.078
F -2.083 -5.995 -0.622
O 3.454 -0.170 -1.292
O 0.014 -0.588 -5.274
H 2.023 1.498 -1.280
O -2.511 2.067 3.055
C -1.064 -3.787 -0.860
N 4.068 0.588 2.152
C 1.567 0.311 1.455
C 2.975 -0.413 1.858
F -0.440 -4.562 -1.908
F -2.399 -1.806 -0.373
C -1.948 2.711 4.255
N -0.092 -0.308 -4.105
C 0.483 -0.689 0.836
H 2.258 0.572 -2.849
H -0.202 1.636 -2.315
O 1.012 0.730 2.771
C 4.446 0.281 -2.264
H -3.659 3.394 0.049
H -1.213 3.524 3.927
H 5.525 0.187 -1.885
H -0.562 -0.409 1.262
H 3.925 0.857 3.142
H -1.556 3.523 1.731
F -0.357 -3.918 0.394
H 3.295 -1.208 1.104
C -2.732 1.268 0.224
H 2.758 -0.947 2.855
C -1.281 1.719 -0.383
H -3.388 0.955 -0.682
F -3.425 -4.434 -1.603
H 0.206 1.250 2.547
H 4.291 1.407 -2.500
H 0.707 -1.735 1.292
H -2.656 0.392 0.952
H -1.796 0.582 -2.244
H -0.485 1.854 0.428
Sb 0.411 -0.900 -1.342
N 1.775 -2.501 -1.153
F -2.968 -4.392 0.736
H 1.721 1.296 0.889
C 2.203 -2.894 -2.326
O 2.859 -3.054 -3.391
H -3.158 4.037 2.573
H -4.502 2.332 1.298
C -0.829 0.892 -1.680
H -1.489 2.800 -0.770
H -2.852 3.219 4.778
C 2.192 0.423 -1.696
H 4.365 -0.282 -3.268
O 0.457 -1.303 -3.396
H -1.489 1.890 4.907
C -1.377 -2.274 -1.273
C -2.466 -4.596 -0.578
F -1.963 -2.182 -2.607
H 4.004 1.407 1.533
C -3.462 2.574 0.843
```

As for the net charge: -1. The multiplicity is 1. For the highest occupied orbital energy, the calculation gives -5.697 eV.

***

Molecular formula: C15H26FeIO3P2
Method: DFT, ωB97M-V/def2-TZVPD

```
48
Properties=species:S:1:pos:R:3
H 2.800 0.040 -2.099
H -1.420 -1.281 2.515
C 1.835 2.528 -0.571
C -0.020 -1.458 -1.661
H 1.422 1.741 2.698
O 0.766 -2.273 -1.969
P 0.925 1.505 -1.778
C 2.257 0.722 -2.761
C 2.036 0.994 3.210
C -2.073 -2.863 0.078
C 1.984 -0.324 2.735
H -3.857 -1.446 -5.212
H -1.072 -3.129 0.458
H -2.862 -3.379 0.654
C -2.319 -0.834 2.070
H -2.138 -3.131 -0.988
H -0.415 2.126 -3.698
C 3.513 -0.916 4.590
H 1.098 3.071 0.035
H -4.649 -1.201 0.218
C -3.903 -0.628 -0.347
O 0.455 0.277 0.999
H 2.783 2.403 4.630
C -3.403 -0.469 -5.184
H 2.511 3.245 -1.062
H -2.303 0.243 2.265
H -3.952 -0.799 -1.433
O 0.893 -1.919 1.349
Fe -0.869 0.172 -1.078
H -3.236 -1.283 2.474
C 1.039 -0.712 1.577
C 2.812 1.358 4.329
C 2.733 -1.273 3.467
H -2.865 -0.316 -6.105
H -4.062 0.442 -0.162
H 2.949 1.471 -3.172
H -4.168 0.282 -5.083
H 2.387 1.865 0.110
H 4.135 0.707 5.920
I -1.992 -0.353 -3.448
P -2.250 -1.072 0.266
H 1.811 0.124 -3.564
H 4.073 -1.686 5.132
C 3.555 0.410 5.039
H -0.619 3.262 -2.353
C 0.122 2.687 -2.920
H 0.860 3.383 -3.340
H 2.693 -2.316 3.167
```

As for the net charge: +2. The multiplicity is 6. For the highest occupied orbital energy (spin up / spin down), the calculation gives -14.327 / -15.270 eV.

***

Molecular formula: C15H26GdN16O2S
Method: DFT, ωB97M-V/def2-TZVPD

```
61
Properties=species:S:1:pos:R:3
C 0.780 3.355 -2.707
H 1.024 5.337 -1.883
C 0.899 -5.010 1.001
H 0.067 1.576 -3.647
N 1.034 -0.088 1.621
C 2.683 -3.392 0.901
H -0.713 1.876 -0.700
N -4.468 0.093 1.406
C -0.229 2.208 -2.803
C -3.658 -0.694 0.661
N -1.367 -3.005 -1.763
N 2.961 4.350 -0.259
C -0.334 1.305 -1.561
H -0.616 4.708 -1.760
N 0.662 4.046 -0.293
C 1.932 -4.314 1.618
N -2.066 -2.748 -0.635
H 1.766 2.942 -2.492
N 1.888 3.422 1.543
H -1.445 -1.429 4.890
O 1.166 -0.535 -1.247
C 1.400 -3.890 -1.080
H 1.258 -3.813 -2.154
H -1.061 -0.253 -2.667
H 2.165 -4.497 2.656
H 3.068 -2.523 -1.031
C 1.844 3.885 0.290
C -0.372 -0.819 3.301
H -5.089 -1.561 -0.480
N 0.194 0.220 2.753
N -1.258 0.181 -1.759
H 1.537 0.771 1.383
Gd -0.191 -1.738 -0.032
C -3.200 -2.192 -1.090
C 2.423 -3.172 -0.451
C 1.049 0.714 -1.137
C 0.437 4.438 -1.675
H -1.046 0.237 4.912
N -3.220 -2.152 -2.418
H -1.648 0.876 2.336
H 1.747 -0.776 1.920
H 2.981 4.647 -1.218
H -2.214 0.533 -1.829
H 2.776 3.262 1.984
H -1.222 2.614 -3.024
H -0.114 -5.394 -0.860
S -0.283 -2.438 2.683
H 1.082 2.992 1.966
H 3.848 4.203 0.191
H 0.337 -5.740 1.564
H 0.813 3.837 -3.686
N -1.175 -0.608 4.378
N -4.112 -1.595 -0.233
O 1.894 1.489 -0.677
N -2.364 -0.421 0.910
H -0.127 3.632 0.179
C 0.632 -4.801 -0.347
N -2.070 -2.663 -2.789
N -2.476 0.557 1.829
N -3.710 0.835 2.119
H 3.500 -2.882 1.391
```

As for the net charge: +1. The multiplicity is 8. For the highest occupied orbital energy (spin up / spin down), the calculation gives -11.131 / -10.985 eV. The calculation puts the relative energy (zero: lowest compared OMol25 entry of this formula, charge and spin) at 16.45 kcal/mol.

***

Molecular formula: C15H26IO2P2SeSn
Method: DFT, ωB97M-V/def2-TZVPD

```
48
Properties=species:S:1:pos:R:3
H -0.573 2.933 2.875
H 1.602 -0.636 3.568
P 0.935 0.107 -2.398
C 3.010 -1.924 0.747
H 2.918 -4.676 2.769
H -3.836 0.712 1.543
C 0.154 0.453 -4.010
Sn -0.653 1.451 -0.611
H 3.034 0.372 -3.555
I 0.858 3.784 -0.213
H 3.396 -1.587 -0.233
P -1.447 0.868 1.931
H 3.608 -3.957 0.446
C -0.645 1.892 3.217
C 1.988 -1.394 2.890
C 2.755 -3.650 2.437
H 2.540 1.905 -2.734
H 0.289 -2.199 -2.805
H -2.336 -1.372 2.275
H -0.633 -1.264 2.808
C 1.236 -1.690 -2.580
H 0.898 0.250 -4.796
O -3.616 0.441 -2.094
H -4.821 2.721 -3.168
C -1.062 -1.375 -0.270
C 2.301 -1.021 1.563
C 3.169 -3.244 1.154
Se 1.930 0.742 0.932
C -3.231 1.578 -2.074
H -3.118 3.275 -3.321
C -3.849 2.822 -2.637
H -3.432 1.572 3.076
H -1.935 -0.555 3.823
H 3.237 0.576 -1.766
H 1.819 -3.001 4.290
C -1.599 -0.742 2.788
H 1.663 -2.107 -1.658
C 2.606 0.812 -2.637
H 1.940 -1.841 -3.416
H -0.144 1.509 -4.060
C -3.170 1.444 2.015
H -3.269 2.412 1.506
H -3.963 3.539 -1.811
C 2.143 -2.723 3.288
H -1.258 1.830 4.132
H -0.728 -0.189 -4.140
H 0.373 1.522 3.408
O -1.067 -2.513 -0.148
```

As for the net charge: +3. The multiplicity is 1. For the highest occupied orbital energy (spin up / spin down), the calculation gives -17.578 / -17.603 eV.

***

Molecular formula: C15H26MnNO2P
Method: DFT, ωB97M-V/def2-TZVPD

```
46
Properties=species:S:1:pos:R:3
P -1.520 -0.874 -1.606
H -1.150 -0.888 -4.016
H 3.932 -0.863 3.070
H -2.339 2.616 -0.527
H -2.823 -2.826 -2.400
C 1.573 2.025 -4.195
H 3.341 0.830 3.002
C 0.776 0.726 -1.759
C -2.352 -2.486 -1.470
N -0.540 2.950 0.468
C 1.419 1.974 -1.730
H 2.509 3.532 -0.821
C 0.854 0.845 -4.227
H 2.333 3.541 -2.929
H 2.635 -0.368 4.137
H 1.907 2.503 -5.118
H 0.818 4.492 0.211
H -2.386 1.287 -2.479
C -1.123 2.655 1.763
C 0.828 3.406 0.423
H 0.018 -1.916 -3.096
C 0.440 0.236 -3.031
H -1.852 4.333 -0.474
C -1.475 3.298 -0.573
H -3.417 -0.063 -2.980
H -3.106 -2.333 -0.687
H -1.019 3.166 -1.565
C 2.011 -0.575 2.067
H -1.477 3.578 2.260
H -1.626 -3.221 -1.101
C -0.496 -0.944 -3.134
C -2.790 0.318 -2.155
H -0.376 2.166 2.396
H -0.461 -2.516 0.572
O 1.428 -1.700 2.070
C 1.832 2.577 -2.946
Mn 0.499 -0.947 -0.088
O 1.751 0.309 1.148
C 3.037 -0.216 3.124
C 1.859 2.716 -0.508
H 1.181 3.261 1.452
H -1.077 -2.092 0.696
H 2.457 2.068 0.138
H -1.977 1.964 1.658
H 0.570 0.394 -5.177
H -3.393 0.479 -1.253
```

The multiplicity is 6. For the highest occupied orbital energy (spin up / spin down), the calculation gives -6.869 / -7.291 eV. The calculation puts the relative energy (zero: lowest compared OMol25 entry of this formula, charge and spin) at 0.00 kcal/mol.